No. 1
{
  "formula": "C10H18OSi",
  "method": "ωB97M-V/def2-TZVPD",
  "species": ["C", "C", "C", "C", "C", "C", "C", "C", "C", "C", "O", "Si", "H", "H", "H", "H", "H", "H", "H", "H", "H", "H", "H", "H", "H", "H", "H", "H", "H", "H"],
  "positions_angstrom": [[0.634, 2.098, 1.207], [3.000, -1.829, 1.585], [-3.565, 0.370, -1.110], [0.867, 1.596, 0.023], [3.110, -0.755, 0.778], [-3.703, -0.461, -0.095], [0.540, 2.305, -1.304], [4.428, -0.154, 0.458], [-5.180, -0.852, 0.303], [0.452, -1.526, -0.944], [1.462, -0.765, -1.731], [1.505, -0.165, -0.175], [0.865, 1.542, 2.089], [0.088, 2.924, 1.651], [2.091, -2.254, 1.857], [3.714, -2.405, 2.004], [-2.501, 0.599, -1.436], [-4.474, 0.722, -1.559], [-0.439, 2.049, -1.462], [1.223, 1.781, -2.060], [0.684, 3.355, -1.185], [4.488, 0.692, 1.050], [4.635, -0.046, -0.558], [5.202, -0.991, 0.887], [-5.359, -0.578, 1.304], [-5.282, -1.897, 0.293], [-5.961, -0.483, -0.363], [0.844, -2.548, -0.764], [-0.473, -1.539, -1.288], [-2.895, -0.786, 0.546]],
  "forces_ev_per_a": [[-0.530, -0.180, 2.389], [-1.592, 2.503, -1.948], [2.398, -0.336, 0.064], [0.372, -0.023, -1.682], [-1.905, -0.986, -0.214], [-2.876, 0.125, 0.415], [3.344, -1.927, 0.798], [1.412, -4.470, 2.123], [2.075, 0.517, -0.840], [5.647, -0.181, 2.607], [-0.104, 0.315, -0.248], [0.073, -1.131, 0.450], [0.590, -1.012, 0.412], [0.011, 0.915, -1.381], [-2.055, -0.326, 0.082], [3.236, -1.177, 1.132], [-1.731, 0.229, 0.087], [0.178, 0.353, -0.709], [-2.543, -0.317, -1.091], [-1.198, 1.349, 0.537], [0.116, 0.705, -0.307], [0.717, 2.070, 0.742], [0.225, 0.586, -1.644], [-1.331, 2.293, -1.020], [-0.422, 0.632, 1.252], [-0.026, -1.649, -0.077], [0.340, 0.414, -0.016], [-0.352, 0.528, -0.075], [-4.180, 0.473, -1.664], [0.110, -0.292, -0.175]],
  "homo_lumo_gap_ev": 9.928,
  "mol_weight_g_mol": 182.3,
  "lumo_ev": 0.86,
  "total_energy_ha": -756.40222,
  "e_above_lowest_kcal_mol": 112.0,
  "charge": 0,
  "smiles": "C=C(C)[Si]1(C(=C)C)CO1.C=CC"
}

=====

No. 2
{
  "formula": "C10H19B2Cl3N3O4",
  "method": "ωB97M-V/def2-TZVPD",
  "species": ["N", "B", "O", "B", "N", "C", "O", "C", "O", "C", "C", "O", "C", "C", "C", "C", "C", "N", "H", "H", "H", "H", "H", "H", "H", "H", "H", "H", "H", "H", "H", "H", "H", "H", "H", "H", "C", "Cl", "Cl", "Cl", "H"],
  "positions_angstrom": [[-1.574, -0.335, 1.910], [-0.388, 0.154, 1.127], [-0.636, 1.316, 0.316], [1.114, -0.644, 1.281], [1.175, -1.356, 2.666], [1.135, -1.730, 0.044], [-0.235, -2.210, -0.240], [-0.283, -2.964, -1.411], [-1.214, -2.424, -2.314], [-0.770, -1.201, -2.860], [-2.006, -0.307, -3.047], [-1.601, 0.957, -3.542], [2.419, 0.354, 1.054], [2.367, 1.663, 1.516], [3.430, 2.496, 1.303], [4.529, 2.012, 0.635], [4.506, 0.706, 0.251], [3.500, -0.144, 0.432], [-2.126, 0.459, 2.237], [-2.158, -0.863, 1.265], [-0.846, 2.044, 0.913], [2.134, -1.559, 2.937], [0.796, -0.756, 3.391], [1.775, -2.593, 0.272], [1.470, -1.234, -0.874], [-0.659, -3.962, -1.145], [0.713, -3.111, -1.847], [-0.096, -0.646, -2.201], [-0.253, -1.321, -3.822], [-2.678, -0.821, -3.733], [-2.440, -0.222, -2.047], [-1.305, 1.490, -2.798], [1.524, 2.082, 2.048], [3.432, 3.530, 1.638], [5.397, 2.617, 0.410], [5.389, 0.322, -0.264], [-5.187, 1.574, 0.945], [-4.094, 2.070, 2.241], [-5.926, 2.989, 0.181], [-4.352, 0.590, -0.250], [-5.977, 0.978, 1.383]],
  "forces_ev_per_a": [[0.343, 0.588, 0.106], [-0.485, -0.091, 0.168], [0.528, -0.024, 0.376], [0.415, -0.216, -0.480], [0.147, 0.104, 0.002], [-0.544, 0.416, 0.396], [0.949, -0.008, -0.430], [-0.630, -0.785, 0.999], [0.451, -0.058, -0.309], [-0.470, 0.804, -0.143], [1.162, -0.559, 0.569], [-0.426, 0.120, -0.378], [-1.736, -1.333, 0.170], [0.394, 0.730, 0.212], [0.176, 0.918, 0.224], [0.526, 0.554, -0.031], [0.872, -0.965, -0.701], [0.149, 0.565, 0.077], [-0.149, -0.244, -0.364], [0.007, -0.204, 0.196], [-0.382, 0.070, -0.282], [-0.028, 0.002, -0.014], [-0.048, -0.175, 0.079], [-0.031, -0.009, -0.177], [0.278, -0.179, 0.006], [-0.164, 0.075, -0.253], [0.019, 0.410, -0.165], [0.006, -0.290, 0.180], [-0.061, -0.244, 0.029], [-0.243, 0.433, -0.090], [-0.312, 0.005, -0.177], [0.048, -0.110, 0.100], [-0.284, -0.395, -0.037], [-0.152, -0.006, 0.046], [-0.011, 0.089, 0.059], [-0.129, -0.154, 0.022], [0.154, -0.061, -0.104], [-0.209, 0.130, 0.015], [-0.051, 0.009, 0.032], [-0.077, 0.055, 0.055], [0.000, 0.035, 0.021]],
  "homo_lumo_gap_ev": 6.316,
  "mol_weight_g_mol": 373.3,
  "lumo_ev": 2.34,
  "total_energy_ha": -2288.02207,
  "charge": -1
}

=====

No. 3
{
  "formula": "C10H19Br3N6O5",
  "method": "ωB97M-V/def2-TZVPD",
  "species": ["C", "Br", "Br", "Br", "H", "C", "C", "C", "C", "C", "C", "O", "O", "H", "H", "H", "H", "H", "H", "C", "O", "N", "N", "H", "H", "H", "H", "C", "O", "N", "N", "H", "H", "H", "H", "C", "O", "N", "N", "H", "H", "H", "H"],
  "positions_angstrom": [[10.975, -20.635, 11.774], [11.268, -22.217, 12.858], [12.643, -20.056, 10.952], [10.183, -19.219, 12.792], [10.340, -20.891, 10.939], [15.475, -22.546, 11.215], [15.486, -22.411, 9.831], [15.554, -23.534, 9.015], [15.490, -24.794, 9.577], [15.448, -24.930, 10.963], [15.416, -23.818, 11.779], [15.254, -23.967, 13.134], [15.698, -23.421, 7.655], [15.561, -21.617, 11.764], [15.739, -21.430, 9.438], [15.384, -25.666, 8.944], [15.302, -25.909, 11.403], [15.063, -23.108, 13.521], [15.456, -22.531, 7.380], [11.343, -23.122, 8.573], [10.715, -22.295, 7.908], [10.936, -23.497, 9.815], [12.470, -23.720, 8.106], [11.530, -24.067, 10.388], [10.117, -23.069, 10.200], [12.881, -23.266, 7.306], [12.940, -24.502, 8.521], [14.336, -22.813, 4.677], [14.204, -23.968, 4.309], [13.341, -22.117, 5.300], [15.568, -22.193, 4.592], [13.453, -21.185, 5.647], [12.473, -22.620, 5.234], [15.681, -21.211, 4.756], [16.254, -22.739, 4.103], [9.967, -19.932, 5.183], [9.812, -18.904, 4.549], [10.902, -20.118, 6.155], [9.279, -21.088, 4.866], [10.826, -20.930, 6.769], [11.437, -19.299, 6.371], [9.393, -21.887, 5.468], [8.554, -21.119, 4.178]],
  "forces_ev_per_a": [[0.614, 0.053, -0.067], [-0.081, 0.255, -0.014], [-0.243, -0.100, 0.132], [-0.053, -0.109, -0.070], [-0.183, -0.027, 0.109], [-0.033, -0.057, -0.822], [1.217, -0.157, 0.323], [-0.095, 0.474, -0.255], [-0.203, -0.130, 0.311], [-0.568, -0.266, -0.198], [-0.267, 0.913, 0.410], [0.174, -0.380, -0.066], [-0.243, -0.249, 0.126], [-0.189, -0.254, 0.480], [-0.446, -0.008, -0.227], [0.333, 0.001, -0.061], [0.184, 0.000, 0.046], [0.042, 0.032, 0.013], [0.108, 0.011, -0.087], [-0.023, -0.274, 0.077], [0.069, -0.070, 0.225], [0.215, -0.187, -0.378], [-0.264, 0.509, -0.315], [-0.093, 0.083, 0.194], [-0.092, -0.117, 0.011], [0.137, -0.333, -0.124], [0.013, 0.108, 0.221], [1.120, -0.397, 0.224], [-0.345, 0.301, -0.117], [0.344, -0.808, -0.155], [-0.711, -0.145, 0.269], [-0.497, 0.160, -0.176], [-0.412, 0.677, 0.203], [0.166, 0.034, -0.257], [0.205, 0.246, -0.014], [-0.345, -0.538, -1.198], [0.085, 0.260, 0.234], [-0.083, -0.059, -0.112], [0.362, -0.300, 0.739], [0.331, 0.489, 0.129], [-0.067, 0.006, 0.379], [-0.144, -0.031, -0.102], [-0.037, 0.386, -0.042]],
  "homo_lumo_gap_ev": 8.080,
  "mol_weight_g_mol": 543.0,
  "lumo_ev": -0.47,
  "total_energy_ha": -8819.33912,
  "charge": 0
}

=====

No. 4
{
  "formula": "C10H19BrN4O",
  "method": "ωB97M-V/def2-TZVPD",
  "species": ["N", "C", "C", "C", "N", "N", "C", "N", "C", "C", "C", "Br", "H", "H", "H", "H", "H", "H", "H", "H", "H", "H", "H", "H", "C", "C", "C", "O", "H", "H", "H", "H", "H", "H", "H"],
  "positions_angstrom": [[2.548, -2.330, 0.689], [1.390, -1.921, 0.419], [0.358, -2.003, 1.577], [-0.835, -1.099, 1.384], [-1.852, -1.208, 0.561], [-2.629, -0.174, 0.805], [-2.204, 0.640, 1.761], [-1.058, 0.051, 2.135], [-0.270, 0.671, 3.231], [0.423, 1.921, 2.601], [1.383, 1.458, 1.478], [1.104, 2.466, -0.168], [3.142, -2.237, -0.138], [1.178, -1.549, -0.610], [0.045, -3.052, 1.730], [0.884, -1.668, 2.491], [-3.498, -0.017, 0.302], [-2.645, 1.541, 2.182], [-0.959, 1.057, 4.007], [0.451, -0.009, 3.709], [-0.377, 2.536, 2.146], [0.997, 2.491, 3.351], [1.184, 0.411, 1.201], [2.444, 1.521, 1.774], [-0.904, -0.860, -3.091], [0.300, 0.104, -2.989], [0.388, 0.927, -4.290], [1.427, -0.630, -2.860], [-0.802, -1.552, -3.930], [-1.014, -1.450, -2.173], [-1.845, -0.302, -3.237], [0.038, 0.829, -2.187], [0.529, 0.289, -5.166], [1.217, 1.638, -4.248], [-0.535, 1.509, -4.450]],
  "forces_ev_per_a": [[0.331, -0.013, 0.261], [-0.013, -0.073, -0.410], [0.008, 0.481, -0.296], [-0.538, 0.573, 0.460], [0.775, -1.023, -0.235], [-1.803, 1.639, -0.033], [1.053, -1.663, -0.537], [0.468, 0.553, 1.800], [0.427, 1.460, 0.000], [0.331, -0.723, -0.299], [0.038, -0.202, -0.004], [0.199, -0.104, 0.432], [-0.112, -0.038, 0.062], [-0.574, 0.107, 0.263], [-0.017, 0.539, -0.194], [-0.242, -0.372, -0.440], [0.358, -0.402, -0.224], [0.093, -0.408, -0.347], [0.165, -0.640, -0.389], [-0.460, 0.020, -0.494], [0.525, -0.028, 0.449], [-0.554, -0.144, -0.201], [0.258, 0.584, 0.021], [-0.530, 0.108, -0.235], [-0.771, 0.501, 0.087], [0.385, -1.312, -1.460], [-0.677, 0.597, 0.017], [0.318, 0.117, 1.382], [0.224, 0.057, 0.038], [0.152, 0.004, -0.036], [-0.090, -0.069, 0.009], [0.106, 0.108, 0.350], [0.079, -0.158, 0.182], [0.059, -0.131, 0.096], [0.032, 0.054, -0.073]],
  "homo_lumo_gap_ev": 4.113,
  "mol_weight_g_mol": 291.2,
  "lumo_ev": -0.99,
  "total_energy_ha": -3260.53259,
  "charge": 0
}

=====

No. 5
{
  "formula": "C10H19CeN2",
  "method": "ωB97M-V/def2-TZVPD",
  "species": ["C", "C", "H", "H", "H", "H", "Ce", "C", "C", "C", "C", "H", "H", "H", "C", "H", "H", "N", "C", "C", "C", "N", "H", "H", "H", "H", "H", "H", "H", "H", "H", "H"],
  "positions_angstrom": [[-2.357, 1.075, -0.167], [-1.569, 2.176, -0.247], [-2.830, 0.746, 0.772], [-2.492, 0.397, -1.025], [-1.030, 2.428, -1.169], [-1.352, 2.818, 0.613], [0.532, -0.110, 0.423], [0.325, -1.778, -1.405], [0.107, -0.500, -2.033], [2.288, -0.520, -1.208], [1.676, -1.796, -0.895], [-0.804, -0.190, -2.555], [1.465, 1.286, -2.304], [3.288, -0.193, -0.907], [1.311, 0.277, -1.915], [2.159, -2.622, -0.367], [-0.393, -2.603, -1.378], [0.113, 0.791, 2.755], [1.141, 0.000, 3.486], [0.555, -1.279, 4.087], [-0.485, -2.016, 3.256], [-0.099, -2.102, 1.819], [0.309, 1.795, 2.801], [-0.810, 0.673, 3.170], [1.947, -0.244, 2.761], [1.600, 0.627, 4.259], [1.383, -1.957, 4.320], [0.102, -1.026, 5.054], [-0.613, -3.036, 3.631], [-1.460, -1.525, 3.306], [-0.841, -2.527, 1.255], [0.707, -2.717, 1.687]],
  "forces_ev_per_a": [[0.949, 0.056, 0.114], [0.141, -1.110, 0.151], [0.015, 0.463, -0.459], [-0.144, 0.580, 0.333], [-0.479, 0.031, 0.174], [-0.411, -0.103, -0.258], [-2.074, 2.835, 4.098], [0.974, 0.224, -1.001], [1.073, -0.581, -0.545], [-0.589, -0.716, -1.250], [0.124, 0.289, -1.570], [0.414, -0.129, 0.264], [-0.050, -0.305, 0.187], [-0.294, -0.180, -0.232], [0.329, -1.505, -0.575], [-0.140, 0.265, -0.254], [0.314, 0.334, 0.024], [-0.208, 0.454, 0.294], [-0.257, 0.252, -0.156], [0.266, -0.006, 0.455], [-0.109, -0.259, -0.282], [0.113, -0.152, -0.527], [-0.011, -0.263, 0.223], [0.143, 0.058, 0.110], [-0.001, -0.007, 0.189], [0.065, -0.348, -0.150], [-0.038, 0.133, -0.010], [0.030, -0.124, -0.169], [-0.082, 0.273, 0.191], [0.070, -0.058, -0.058], [0.064, -0.205, 0.420], [-0.195, -0.199, 0.266]],
  "homo_lumo_gap_ev": [9.132, 9.168],
  "mol_weight_g_mol": 307.4,
  "spin_multiplicity": 2,
  "lumo_ev": [-7.70, -7.62],
  "total_energy_ha": -976.47668,
  "e_above_lowest_kcal_mol": 2.9,
  "charge": 2
}

=====

No. 6
{
  "formula": "C10H19Cl2NOTm",
  "method": "ωB97M-V/def2-TZVPD",
  "species": ["Tm", "Cl", "Cl", "C", "H", "H", "C", "C", "H", "C", "H", "C", "H", "H", "C", "H", "H", "C", "H", "H", "H", "H", "C", "N", "C", "C", "O", "H", "H", "H", "H", "H", "H", "H"],
  "positions_angstrom": [[1.969, -0.229, -0.330], [2.081, -2.347, -1.617], [3.110, 1.966, -0.415], [3.570, -1.043, 0.823], [4.281, -0.436, 1.421], [3.827, -2.121, 0.840], [-1.273, 1.441, -1.525], [-0.108, 1.001, -1.881], [-1.397, 2.072, -0.638], [0.094, 0.011, -3.009], [0.821, 1.476, -1.481], [-1.083, -0.008, -4.004], [1.043, 0.187, -3.543], [0.191, -1.010, -2.593], [-2.444, 0.044, -3.313], [-0.981, 0.870, -4.651], [-1.010, -0.896, -4.645], [-2.547, 1.181, -2.279], [-3.218, 0.169, -4.078], [-2.638, -0.908, -2.809], [-2.859, 2.089, -2.819], [-3.360, 0.947, -1.580], [-1.164, -0.391, 3.352], [0.279, -0.367, 3.573], [0.798, -0.398, 4.933], [1.068, -0.305, 2.515], [0.572, -0.280, 1.343], [-1.622, -0.504, 4.334], [-1.442, -1.230, 2.705], [-1.502, 0.543, 2.887], [1.438, -1.278, 5.086], [1.397, 0.498, 5.143], [-0.056, -0.440, 5.609], [2.164, -0.303, 2.647]],
  "forces_ev_per_a": [[1.813, -1.372, 0.077], [-0.448, -0.760, -0.779], [-0.019, 1.198, -0.255], [0.091, -0.103, 0.708], [0.042, -0.238, -0.119], [0.124, 0.386, 0.053], [-2.087, 1.030, 0.891], [2.465, -0.226, -1.185], [0.290, 0.108, -0.375], [-0.322, -0.456, -0.316], [-0.943, -0.252, 0.002], [0.370, 0.360, 0.122], [-0.322, 0.029, 0.226], [0.081, 0.443, -0.073], [0.098, -0.089, 0.172], [-0.086, -0.007, -0.086], [-0.028, 0.165, 0.092], [-0.356, -0.523, -0.367], [-0.053, -0.068, 0.139], [0.081, -0.004, -0.042], [0.194, 0.017, 0.331], [0.070, 0.111, -0.074], [0.031, -0.054, 0.128], [-0.640, -0.055, 0.035], [0.445, 0.022, -0.131], [-0.217, 0.094, -1.175], [-0.323, 0.400, 2.139], [-0.227, -0.005, -0.180], [0.042, 0.192, 0.105], [0.055, -0.219, 0.060], [-0.194, 0.172, 0.003], [-0.203, -0.193, 0.024], [0.259, 0.016, 0.046], [-0.085, -0.120, -0.193]],
  "homo_lumo_gap_ev": [3.559, 3.555],
  "mol_weight_g_mol": 409.1,
  "spin_multiplicity": 3,
  "lumo_ev": [2.54, 2.54],
  "total_energy_ha": -2528.05110,
  "charge": -1
}